[1]
ORCA calculation (ωB97M-V/def2-TZVPD) on a molecular structure, C25H63LiN12O10 at a distorted geometry.

Each line ends with the Mulliken charge.
Cartesian coordinates (Å):
1 O 0.9890 -3.6518 -2.2003  -0.653
2 O 1.3707 -1.4606 -2.9519  -0.983
3 O -1.6020 1.7716 4.6732  -0.482
4 O -0.6194 -1.0385 -2.2203  -0.583
5 O 0.5582 -2.3064 -0.9340  0.397
6 O 3.3694 4.4158 0.4186  -0.478
7 O -2.7763 -2.9706 0.2471  -0.519
8 O -2.3589 -1.4186 -4.5161  -0.734
9 O 0.9990 -3.9679 1.7632  -0.794
10 O -0.0184 2.7132 -3.0058  -0.656
11 N 2.4520 -2.0177 -1.1981  -0.281
12 N 3.4518 -1.6206 -3.0641  -0.004
13 N -2.2258 1.0773 3.7196  0.333
14 N -0.7213 -3.4109 3.0703  -0.409
15 N -1.2237 -3.4590 -1.2939  -0.299
16 N -2.6828 -0.6586 -2.4694  -0.390
17 N -0.5775 -2.6827 0.9829  0.187
18 N -2.8262 -4.7221 -1.2107  -0.474
19 N 0.6312 0.6263 -3.3310  -0.238
20 N 3.3583 3.2372 -0.4358  0.143
21 N -4.3839 -0.9601 -3.8228  -0.360
22 N -1.3237 1.0942 -2.4675  0.413
23 C 4.2662 1.7193 1.3782  -1.743
24 C -0.2725 -0.1109 2.6003  -2.120
25 C 3.0791 0.2830 -1.1469  0.571
26 C -2.9024 1.8803 2.6693  1.322
27 C -0.0821 -1.1830 -1.1228  1.054
28 C -1.3026 -1.1628 4.5169  -1.858
29 C 2.0647 1.3193 -1.5929  -0.597
30 C 4.4198 1.0020 -0.9381  -2.160
31 C 1.2715 3.6896 -1.6828  -2.456
32 C -3.9371 2.9049 3.3127  -1.985
33 C -1.9250 2.7062 1.7019  -1.295
34 C -0.3952 -0.2661 0.0998  -1.751
35 C 1.9929 2.6313 -0.7869  1.404
36 C 1.0265 2.4979 0.4343  -0.523
37 C -0.0804 -3.4388 1.9177  -0.054
38 C 2.3817 -1.7410 -2.4414  0.437
39 C -2.5792 -0.9531 2.4298  -0.446
40 C -3.8129 1.0299 1.8263  -2.239
41 C 5.7814 2.9338 -0.4480  -1.874
42 C -2.2781 -3.6223 -0.6927  -0.434
43 C -3.1102 -1.0079 -3.6557  0.056
44 C -0.2538 1.5167 -3.0390  0.071
45 C -1.5501 -0.2171 3.2990  2.629
46 C -3.0951 -0.1625 1.2212  0.717
47 C 4.4039 2.2459 -0.1018  1.862
48 Li 0.3383 -2.2233 -2.4423  0.549
49 H 4.2725 -1.9575 -2.5813  0.307
50 H -1.9275 1.8405 -2.1535  0.314
51 H 1.5568 1.0153 -3.4401  0.653
52 H -0.7494 -4.1675 -1.8353  0.532
53 H 1.7788 3.8735 -2.6298  0.447
54 H 3.3653 -2.3541 -0.9284  0.243
55 H 0.9112 -4.2214 -1.4350  0.269
56 H -4.4225 2.3864 4.1395  0.447
57 H 3.4397 -1.4053 -4.0508  0.302
58 H -4.5957 0.6022 2.4527  0.421
59 H -0.0227 2.6922 0.2117  0.101
60 H 0.5295 -0.0592 0.6385  1.087
61 H 0.3210 0.6245 3.1436  0.831
62 H 4.1844 2.5910 2.0275  0.468
63 H 1.3187 3.3063 1.1045  1.038
64 H -3.4111 -0.6068 -1.7715  0.159
65 H 3.4091 1.1065 1.6574  0.173
66 H 0.2618 -1.0388 2.3964  0.574
67 H -2.1517 1.5577 5.4306  0.383
68 H -1.7175 -3.2454 3.0501  0.364
69 H -0.6542 -0.8508 5.3357  0.463
70 H 5.9882 3.7654 0.2257  0.400
71 H -3.8131 -0.6826 0.5870  0.882
72 H -0.3017 0.3819 1.6285  0.553
73 H 0.4457 -0.3610 -3.2265  0.453
74 H -1.2372 2.0382 1.1834  -0.745
75 H 6.6319 2.3174 -0.1568  0.422
76 H 2.3036 1.6141 -2.6147  1.265
77 H -4.1773 1.6386 0.9988  0.618
78 H 1.2068 4.7151 -1.3190  0.281
79 H -1.2009 0.2383 -1.9455  -0.684
80 H -0.7969 -2.6278 -0.9103  0.775
81 H -0.2074 -2.7022 0.0434  0.085
82 H 4.7102 1.3362 -1.9341  0.307
83 H 1.1096 0.7952 -1.5596  -1.151
84 H -1.7216 -0.8834 -2.2556  0.165
85 H -0.1888 -3.7021 3.8775  0.322
86 H -1.1730 -0.7567 0.6850  -0.702
87 H 1.1282 1.5040 0.8702  -0.466
88 H 6.0224 3.1943 -1.4786  0.353
89 H -2.6674 -4.8906 -2.1938  0.178
90 H -4.7482 -1.3075 -4.6984  0.286
91 H -2.4393 3.4065 1.0438  0.522
92 H -1.9702 -1.7598 2.0219  -2.094
93 H -1.2396 3.3326 2.2728  0.542
94 H -4.5368 3.4100 2.5555  0.377
95 H -0.7785 -2.0923 4.2944  0.244
96 H 5.2032 1.2649 1.7004  0.439
97 H 4.9988 0.2249 -0.4391  0.485
98 H 2.8658 -0.2319 -0.2102  0.219
99 H -2.3664 0.2536 0.5256  -0.188
100 H -3.4048 -1.5373 2.8359  0.592
101 H 3.0963 4.0627 1.2684  0.362
102 H -5.0573 -0.5309 -3.2043  0.152
103 H -3.6779 -5.0507 -0.7788  0.335
104 H -3.2607 3.5845 3.8311  0.434
105 H -1.4826 -2.2452 1.0798  0.868
106 H -0.7632 0.6674 -0.3259  1.042
107 H -2.2583 -1.4679 4.9431  0.519
108 H 0.2976 3.2487 -1.8953  0.429
109 H 1.6642 -4.0643 -2.7388  0.337
110 H 1.6958 -2.1283 -0.5377  -0.485
111 H 3.1151 -0.5213 -1.8817  -0.577

Forces on atoms 1 to 3 (eV/Å):
O 2.35 -7.68 -3.79
O 2.20 3.27 -7.19
O 1.30 1.39 1.61

The LUMO energy comes out at -0.6 eV. For the total energy, the calculation gives -65478.684 eV. As for the spin multiplicity: 1.



[2]
ORCA calculation (ωB97M-V/def2-TZVPD) on a molecular structure, C25H64NO8PbS5 at a distorted geometry.

Each line ends with the Mulliken charge.
Cartesian coordinates (Å):
1 Pb 11.6693 7.9634 12.0549  1.354
2 S 15.2979 10.8429 7.1147  0.435
3 S 10.1644 11.1716 11.4612  1.161
4 S 9.6210 8.7580 15.1076  0.457
5 S 13.3064 14.3985 12.6995  0.820
6 S 14.5358 6.6109 14.0840  0.682
7 O 15.5366 11.6285 8.3582  -0.540
8 O 10.1004 9.6436 11.4178  -0.756
9 O 12.8612 9.7201 12.2006  -0.403
10 O 12.2541 13.3606 12.5864  -0.630
11 O 10.7870 8.3524 14.1682  -0.518
12 O 13.1435 6.5080 13.4490  -0.649
13 O 17.6968 8.6454 10.2216  -0.427
14 O 10.7506 11.0698 17.1191  -0.414
15 N 16.3726 13.1979 16.3911  0.732
16 C 15.4674 5.6495 12.9597  -0.865
17 C 10.3018 12.3605 16.8456  -0.604
18 C 16.5642 14.6629 16.1927  -0.777
19 C 19.0806 10.5301 10.0034  -0.465
20 C 13.8751 11.6913 6.3862  -0.769
21 C 12.5149 15.9741 12.1334  -1.220
22 C 8.9474 10.2315 14.4454  -0.682
23 C 11.1891 11.4902 10.1063  -1.098
24 C 14.1908 10.0812 12.1041  -0.168
25 C 16.4950 11.5962 18.3590  -1.004
26 C 17.0300 12.4000 15.3423  -1.006
27 C 19.0539 8.1977 10.0807  -0.553
28 C 8.3375 7.6908 14.7349  -1.000
29 C 12.1859 11.1978 17.3395  -0.773
30 C 11.3936 13.1462 16.1144  -0.557
31 C 19.9706 9.3482 10.4587  -0.474
32 C 17.6518 10.0559 10.3665  0.765
33 C 14.4926 9.3185 7.6123  -0.500
34 C 14.1778 14.0385 11.2183  -0.905
35 C 12.7151 12.1795 16.2784  0.986
36 C 17.0216 12.9338 17.7418  -0.866
37 C 14.2787 5.6281 15.5459  -1.029
38 C 16.2303 12.5816 13.9594  -0.049
39 C 8.5433 11.6104 10.8069  -1.426
40 C 15.3391 15.4671 16.8409  -1.143
41 H 14.4541 15.3363 16.2590  0.131
42 H 7.3875 8.1890 14.8769  0.425
43 H 13.6492 4.7336 15.3019  0.297
44 H 17.0345 11.3189 15.5929  0.311
45 H 12.8442 11.7297 15.2985  -0.357
46 H 16.7670 11.3615 19.3474  0.463
47 H 16.2477 5.1671 13.4797  0.416
48 H 13.0605 11.5749 7.1085  0.016
49 H 13.9336 9.0191 6.7418  0.449
50 H 10.0486 12.8021 17.7977  0.336
51 H 8.4145 12.6834 10.7463  0.412
52 H 19.3538 11.5408 10.4680  0.340
53 H 17.4678 10.3482 11.4301  -0.262
54 H 15.9027 6.3555 12.2774  0.182
55 H 10.9733 10.9619 9.1696  0.496
56 H 16.7816 10.7532 17.7175  0.255
57 H 13.4678 14.0871 10.4269  0.420
58 H 15.1269 8.5629 8.0401  0.302
59 H 11.7886 15.6638 11.3915  0.310
60 H 15.2491 5.2855 15.9339  0.383
61 H 16.8136 10.4709 9.7695  -0.434
62 H 12.3546 11.4887 18.3469  0.363
63 H 19.2595 7.8681 9.0704  0.288
64 H 13.5799 12.7978 16.4414  -0.221
65 H 19.2111 7.2492 10.5736  0.322
66 H 13.6812 6.2590 16.1826  0.321
67 H 16.9075 13.8242 18.3339  0.567
68 H 14.2105 12.6534 6.2040  0.366
69 H 16.1591 13.5838 13.6673  0.364
70 H 11.6513 14.0346 16.6830  0.461
71 H 13.5639 11.2291 5.4589  0.418
72 H 7.7192 11.1233 11.3091  0.330
73 H 14.7467 9.5738 12.9245  0.264
74 H 14.2336 11.1689 12.3556  -0.350
75 H 17.5096 15.0699 16.5700  0.405
76 H 9.4738 12.2834 16.1799  0.317
77 H 14.8144 4.9246 12.4691  0.309
78 H 15.0906 15.0576 17.8184  0.296
79 H 15.1852 12.2479 14.0385  -0.200
80 H 14.6210 13.0465 11.2923  -0.007
81 H 11.9745 16.3469 12.9800  0.396
82 H 11.3750 13.3007 15.0538  0.017
83 H 8.4224 10.1784 13.5411  0.510
84 H 8.4213 7.4424 13.6518  0.268
85 H 15.3553 11.6712 18.2967  0.033
86 H 12.7520 10.2665 17.2135  0.401
87 H 8.3307 10.5648 15.2880  0.585
88 H 13.1736 16.7544 11.7592  0.395
89 H 18.1163 12.6774 15.1984  0.308
90 H 20.2375 9.3845 11.5478  0.252
91 H 15.6139 16.4852 17.0136  0.473
92 H 13.7017 9.6545 8.3573  -0.156
93 H 15.0591 14.6265 10.9688  0.480
94 H 9.7857 10.9451 14.3757  -0.300
95 H 18.1362 12.9749 17.5718  0.369
96 H 20.9390 9.4577 9.9196  0.336
97 H 8.4662 11.2848 9.8047  0.456
98 H 16.7023 14.7999 15.1295  0.444
99 H 16.8575 12.0357 13.2454  0.004
100 H 12.1906 11.2344 10.3912  -0.072
101 H 8.3559 6.8486 15.4525  0.327
102 H 19.1745 10.5796 8.8991  0.265
103 H 11.2900 12.5189 9.8075  0.496
104 H 14.6686 9.9475 11.0893  0.086

Forces on atoms 1 to 3 (eV/Å):
Pb 0.35 0.11 0.01
S 0.50 0.24 0.01
S -0.64 -0.84 0.44

The LUMO energy comes out at -1.7 eV. For the total energy, the calculation gives -104245.174 eV. As for the spin multiplicity: 1. Its net charge is +1.